Entry from the OMol25 dataset: a molecular structure, C20H32BN7O5RuSe2 (ωB97M-V/def2-TZVPD).

Results
- Energy relative to the best compared isomer or geometry (same formula, charge and spin): 0.0 kcal per mole
- E_HOMO (spin up / spin down): -4.27 / -4.84 eV

```
! RIJCOSX wB97M-V def2-TZVPD def2/J DEFGRID3
* xyz -1 6
Ru -0.1462 -0.4287 -0.4714
C -0.4658 3.1916 -1.7539
C 0.1415 3.0184 -0.4036
C 0.5749 4.0384 0.4593
C 1.1371 3.3968 1.5442
C 1.7953 3.9999 2.7424
N 1.0345 2.0717 1.3235
N 0.4189 1.8396 0.1433
B 1.5363 0.9265 2.2059
N 0.3564 0.0785 2.7273
N -0.3693 -0.7020 1.8937
C -1.0891 -1.5341 2.6396
C -1.9496 -2.6084 2.0656
C -0.8454 -1.2594 3.9955
C 0.0811 -0.2371 4.0078
C 0.6988 0.4395 5.1873
N 2.4713 -0.0224 1.4054
N 1.9719 -0.9968 0.6120
C 2.9745 -1.7907 0.2615
C 2.7501 -3.0050 -0.5729
C 4.1617 -1.3209 0.8455
C 3.7983 -0.1959 1.5611
C 4.6655 0.7036 2.3785
H -0.7743 4.2293 -1.8809
H -1.3282 2.5446 -1.8832
H 0.2691 2.9428 -2.5223
H 0.4851 5.1008 0.3026
H 1.7646 5.0844 2.6557
H 2.8375 3.6847 2.8143
H 1.2949 3.7053 3.6661
H 2.1421 1.3775 3.1296
H -1.5687 -2.9243 1.0956
H -2.9664 -2.2522 1.9085
H -1.9737 -3.4626 2.7426
H -1.2742 -1.7596 4.8486
H 0.2259 0.0743 6.0969
H 0.5727 1.5211 5.1308
H 1.7682 0.2276 5.2415
H 1.6796 -3.1205 -0.7453
H 3.1170 -3.8973 -0.0629
H 3.2656 -2.9271 -1.5316
H 5.1530 -1.7333 0.7508
H 5.7000 0.3770 2.2909
H 4.3770 0.6794 3.4309
H 4.5916 1.7372 2.0366
O 3.1746 -2.0340 -4.1857
C 2.1231 -1.8191 -5.1056
C 0.7294 -1.6019 -4.4739
C -0.2929 -1.8336 -5.6012
O -1.6322 -1.5451 -5.2598
C 0.5425 -2.6229 -3.3489
Se -0.9158 -2.2908 -2.0473
C 0.5883 -0.1640 -3.9835
Se 1.6806 0.2887 -2.3941
H 3.1720 -1.2895 -3.5594
H 2.1017 -2.7030 -5.7508
H 2.3425 -0.9464 -5.7368
H -0.1893 -2.8746 -5.9442
H -0.0547 -1.1787 -6.4455
H -1.8528 -1.9969 -4.4334
H 1.4495 -2.6557 -2.7589
H 0.3674 -3.6152 -3.7710
H -0.4455 0.0396 -3.7199
H 0.8924 0.5307 -4.7688
O -2.6208 -1.0190 0.0763
N -3.0647 0.0490 -0.4166
O -4.2519 0.3429 -0.3580
O -2.2179 0.8496 -0.9118
*
```

Want to see where the charge sits? The Löwdin charges in e are: 1.138, -0.051, -0.348, 0.008, -0.278, -0.029, 0.017, 0.002, -0.514, 0.024, 0.020, -0.323, -0.051, 0.008, -0.281, -0.029, 0.028, -0.005, -0.359, -0.037, 0.011, -0.280, -0.027, 0.074, 0.049, 0.045, 0.102, 0.075, 0.071, 0.073, 0.107, 0.046, 0.072, 0.076, 0.102, 0.075, 0.074, 0.077, 0.034, 0.080, 0.072, 0.103, 0.075, 0.074, 0.079, -0.111, -0.235, -0.588, -0.243, -0.078, -0.519, 0.626, -0.539, 0.616, -0.013, 0.123, 0.122, 0.119, 0.128, 0.012, -0.007, 0.070, 0.033, 0.062, -0.190, -0.563, 0.033, -0.134